Record 1
{
  "formula": "C2HCl4O",
  "method": "ωB97M-V/def2-TZVPD",
  "s_squared": 0.7532,
  "multiplicity": 2,
  "orbital_gap_ev": [9.33, 6.39],
  "homo_energy_ev": [-8.773, -8.752],
  "elements": ["C", "Cl", "C", "H", "O", "Cl", "Cl", "Cl"],
  "positions_angstrom": [[-0.355, 0.587, -0.434], [0.873, 0.792, 1.936], [-0.316, 0.186, 0.898], [-2.431, 3.269, -0.241], [-1.900, 2.493, 0.068], [-1.383, -0.218, -1.502], [-1.397, -0.924, 1.524], [0.882, 1.497, -1.090]]
}

---

Record 2
{
  "formula": "C4H4BClS",
  "method": "ωB97M-V/def2-TZVPD",
  "relative_energy_ev": 2.733,
  "orbital_gap_ev": 9.64,
  "homo_energy_ev": -9.562,
  "elements": ["H", "C", "Cl", "C", "C", "S", "B", "H", "H", "H", "C"],
  "positions_angstrom": [[-2.306, 0.761, 0.233], [-0.453, -0.657, 1.111], [2.168, -0.626, 2.254], [0.548, -0.401, -1.256], [0.808, -0.917, 1.330], [0.402, -1.736, -0.176], [-1.131, 0.678, 0.417], [-0.666, 1.471, 1.184], [1.074, -0.778, -2.230], [-0.266, 1.471, -1.807], [-0.179, 0.733, -1.060]]
}

---

Record 3
{
  "formula": "C17H14N2O4",
  "method": "ωB97M-V/def2-TZVPD",
  "relative_energy_ev": 5.857,
  "orbital_gap_ev": 8.11,
  "smiles": "COc1cc(/C(C#N)=C/c2ccccc2)c([N+](=O)[O-])cc1OC",
  "homo_energy_ev": -8.559,
  "elements": ["C", "O", "H", "N", "C", "C", "H", "C", "O", "H", "N", "H", "H", "H", "O", "H", "C", "C", "H", "C", "C", "C", "H", "C", "C", "H", "H", "C", "H", "C", "H", "C", "C", "C", "O", "C", "H"],
  "positions_angstrom": [[-0.711, -1.617, -1.164], [1.935, 0.551, 3.513], [4.321, -0.084, 3.797], [-0.625, -2.669, -1.615], [4.594, 0.816, 3.245], [0.580, -0.042, 0.130], [-2.570, -1.045, -2.487], [3.054, 0.462, 1.411], [0.690, 0.118, -2.610], [0.036, 1.231, 4.011], [1.757, -0.003, -2.039], [-1.691, 1.272, 0.325], [-0.251, 0.025, 2.075], [1.088, 0.634, 5.317], [4.304, 0.693, 1.868], [-4.044, 1.418, 0.685], [-3.394, -0.598, -1.955], [-1.813, 0.388, -0.292], [-4.863, -1.364, -3.297], [-3.145, 0.179, -0.821], [2.969, 0.306, 0.035], [-4.685, -0.764, -2.417], [-6.336, 1.104, -0.138], [1.761, 0.066, -0.606], [0.764, 0.463, 4.291], [0.304, -0.526, 4.217], [4.097, 1.681, 3.688], [-0.721, -0.377, -0.484], [-6.756, -0.298, -2.125], [-4.224, 0.802, -0.185], [5.674, 0.956, 3.290], [-5.748, -0.163, -1.762], [-5.513, 0.624, -0.646], [1.858, 0.379, 2.167], [2.822, -0.149, -2.600], [0.661, 0.122, 1.508], [3.871, 0.385, -0.550]]
}

---

Record 4
{
  "formula": "C36H45BrN3O6PS",
  "method": "ωB97M-V/def2-TZVPD",
  "orbital_gap_ev": 8.97,
  "smiles": "NC(N)(N)C[C@]1(P(=O)(O)O)OS(=O)(=O)CC[C@H]1Br.c1ccccc1.c1ccccc1.c1ccccc1.c1ccccc1.c1ccccc1",
  "homo_energy_ev": -9.094,
  "elements": ["H", "H", "C", "H", "H", "H", "C", "O", "C", "C", "C", "H", "H", "C", "C", "H", "C", "H", "H", "H", "H", "P", "C", "H", "H", "H", "H", "H", "H", "C", "H", "O", "H", "H", "C", "S", "H", "H", "C", "H", "C", "C", "H", "H", "C", "C", "C", "C", "H", "H", "H", "H", "C", "H", "C", "H", "C", "C", "C", "H", "N", "C", "H", "C", "O", "C", "Br", "H", "H", "H", "H", "C", "C", "C", "O", "O", "H", "H", "C", "C", "H", "H", "H", "H", "C", "C", "C", "C", "N", "H", "O", "C", "N"],
  "positions_angstrom": [[-4.332, -1.004, 1.403], [-2.129, 2.384, -4.538], [-3.643, -0.978, 3.442], [-2.885, -0.702, -2.135], [7.569, -5.154, 0.811], [9.297, 3.575, 2.313], [-5.326, 1.205, 3.763], [-4.401, 1.335, -4.216], [6.042, 3.768, 1.403], [4.975, 2.283, -3.494], [-4.401, 0.154, -3.408], [-5.822, 0.930, 1.693], [4.607, 0.791, -4.990], [8.353, 3.292, 1.866], [-6.995, 1.538, -3.607], [-0.941, -4.295, 9.995], [-6.501, 1.177, -2.211], [7.342, 5.073, 2.502], [-2.984, -1.828, 3.316], [-5.981, 2.058, 3.888], [-4.652, 1.231, 5.799], [-4.879, -1.318, -4.451], [4.420, 3.064, -2.489], [-1.116, -2.684, 5.327], [-4.519, 0.988, -1.441], [1.215, 1.973, -2.660], [-2.475, -0.773, -3.835], [5.587, -1.387, 1.249], [-7.668, 0.804, -4.037], [0.192, -3.798, 8.243], [1.057, -3.234, 6.363], [-6.459, -1.505, -4.288], [-4.704, -3.373, -3.802], [6.225, -3.027, -2.650], [-5.235, 0.573, 2.531], [-5.770, 1.914, -4.838], [-3.148, -0.706, 5.512], [2.638, 3.559, -1.403], [-1.078, -3.035, 6.351], [-3.114, -3.728, 8.965], [-2.200, -3.623, 8.394], [-2.012, 1.110, -2.942], [6.030, 2.366, -3.723], [-7.546, 2.474, -3.542], [7.031, 1.726, 0.611], [6.595, -3.279, 1.182], [2.268, 2.063, -2.894], [-4.395, -0.519, 2.370], [-1.724, 0.880, -4.951], [7.334, -4.991, -1.642], [-1.936, 2.556, -1.546], [5.185, 4.424, 1.487], [-4.578, 0.742, 4.837], [2.201, 0.602, -4.463], [-2.249, -3.172, 7.083], [-0.230, 0.128, -2.809], [5.930, 2.562, 0.725], [7.254, 4.133, 1.973], [0.143, -3.345, 6.932], [9.100, 1.433, 1.096], [-0.784, 0.735, -2.218], [4.176, 1.397, -4.203], [6.941, 0.789, 0.075], [6.327, -3.099, -1.575], [-5.548, 3.322, -4.895], [-3.735, -0.349, 4.675], [-5.446, -1.246, -1.092], [-6.433, 2.072, -1.598], [4.987, 2.273, 0.280], [-1.027, 0.243, -1.366], [5.043, 3.756, -1.937], [-0.980, -3.939, 8.973], [-2.918, -0.144, -3.064], [3.069, 2.952, -2.190], [-4.189, -2.567, -3.714], [-4.378, -1.154, -5.813], [5.342, -1.229, -1.204], [6.703, -3.347, 2.257], [5.969, -2.178, 0.616], [5.833, -2.088, -0.762], [1.144, -4.042, 8.696], [-6.748, -2.349, -4.649], [-3.025, 2.882, -2.718], [-3.202, -2.929, 6.630], [2.824, 1.289, -3.904], [8.242, 2.088, 1.183], [6.950, -4.202, -1.009], [7.084, -4.293, 0.370], [-1.572, 1.593, -4.248], [-7.270, 0.563, -1.751], [-6.133, 1.228, -6.028], [-5.166, 0.420, -2.097], [-2.643, 2.145, -2.140]]
}

---

Record 5
{
  "formula": "C21H28N",
  "method": "ωB97M-V/def2-TZVPD",
  "relative_energy_ev": 1.359,
  "orbital_gap_ev": 5.34,
  "total_charge": 1,
  "homo_energy_ev": -10.765,
  "elements": ["H", "H", "C", "C", "C", "H", "H", "H", "H", "H", "H", "C", "H", "C", "H", "H", "H", "H", "C", "C", "C", "H", "H", "C", "H", "C", "N", "H", "H", "H", "C", "H", "H", "C", "C", "H", "H", "C", "C", "C", "C", "C", "H", "H", "C", "H", "C", "H", "H", "C"],
  "positions_angstrom": [[-2.123, -4.892, -1.115], [3.259, 3.074, -0.979], [2.256, 4.952, -1.297], [-1.094, -3.029, -0.823], [-3.442, -3.198, -1.383], [0.709, -3.479, 1.873], [1.684, -1.585, 3.687], [-4.481, -1.342, -1.699], [1.160, -4.076, 4.234], [-1.051, 2.907, -1.421], [3.842, -0.124, 1.280], [-1.164, -1.608, -0.831], [-0.801, 0.953, -1.417], [3.389, -0.636, 2.132], [1.364, 7.593, -0.757], [1.481, -0.465, 1.178], [-4.902, -4.651, -0.761], [-5.521, -3.383, -1.821], [2.302, 3.577, -1.127], [0.026, -0.836, -0.650], [0.981, 7.091, -1.655], [4.078, -1.413, 2.478], [-4.532, -4.699, -2.487], [1.187, 1.380, -0.880], [1.595, 7.430, -2.500], [0.093, 0.523, -0.969], [1.224, -1.650, 2.785], [-0.630, -2.438, 2.338], [-0.596, -4.214, 4.013], [0.087, -2.780, 4.813], [-2.429, -1.009, -1.122], [-0.044, 7.429, -1.827], [-2.535, 0.077, -1.109], [-3.526, -1.799, -1.428], [-4.660, -4.028, -1.630], [3.215, 0.088, 2.933], [2.174, 0.965, -0.657], [0.361, -2.795, 2.672], [-0.146, 4.841, -1.568], [-2.208, -3.803, -1.108], [2.057, -1.235, 1.707], [1.029, 5.604, -1.497], [3.175, 5.542, -1.269], [-1.093, 5.352, -1.763], [1.115, 2.789, -1.124], [0.944, -1.393, -0.453], [-0.116, 3.467, -1.384], [-0.128, -3.497, -0.615], [2.193, -2.062, 0.986], [0.243, -3.515, 4.016]]
}

---

Record 6
{
  "formula": "C2H6CsO2",
  "method": "ωB97M-V/def2-TZVPD",
  "s_squared": 0.7501,
  "multiplicity": 2,
  "relative_energy_ev": 0.000,
  "orbital_gap_ev": [3.33, 10.78],
  "homo_energy_ev": [-3.313, -10.630],
  "elements": ["H", "O", "H", "C", "H", "H", "O", "C", "H", "Cs", "H"],
  "positions_angstrom": [[1.130, 0.201, 1.199], [-0.831, 0.352, 2.003], [-0.404, -1.411, -0.107], [-0.311, -0.336, -0.261], [0.238, 1.561, 0.769], [0.068, 0.505, -1.930], [0.544, -0.060, -1.316], [0.108, 0.496, 0.963], [-1.631, 0.845, 1.807], [2.395, -2.083, -2.507], [-1.305, -0.069, -0.619]]
}

---

Record 7
{
  "formula": "C35H70N4O10SSi",
  "method": "ωB97M-V/def2-TZVPD",
  "orbital_gap_ev": 8.60,
  "smiles": "C[Si](C)(C)c1nnc(S)nn1.CC(C)=O.CC(C)=O.CC(C)=O.CC(C)=O.CC(C)=O.CC(C)=O.CC(C)=O.CC(C)=O.CC(C)=O.CC(C)=O",
  "homo_energy_ev": -9.067,
  "elements": ["O", "H", "C", "N", "C", "C", "C", "H", "C", "H", "H", "C", "H", "H", "H", "H", "H", "H", "H", "H", "H", "H", "H", "H", "O", "C", "C", "C", "C", "C", "H", "H", "C", "N", "C", "H", "H", "H", "C", "H", "H", "H", "H", "H", "C", "S", "H", "O", "H", "H", "H", "H", "H", "O", "C", "H", "N", "H", "O", "C", "O", "C", "H", "O", "Si", "H", "H", "H", "C", "H", "H", "H", "H", "O", "H", "H", "H", "H", "H", "C", "H", "C", "C", "O", "H", "C", "H", "H", "H", "H", "H", "H", "H", "H", "H", "H", "H", "C", "C", "H", "C", "C", "C", "O", "H", "C", "H", "H", "H", "H", "H", "C", "H", "C", "C", "H", "C", "N", "H", "C", "C"],
  "positions_angstrom": [[-14.569, 3.296, 7.882], [14.964, 4.671, -6.970], [4.411, 1.134, 3.193], [-2.205, 0.942, -0.747], [-7.986, -1.960, 2.169], [5.175, 0.630, -4.270], [-15.017, 3.838, 6.899], [4.606, -0.294, -4.233], [-3.899, -0.548, -0.686], [5.849, 1.919, 1.810], [6.213, 2.839, -5.722], [0.894, 1.916, -0.185], [5.835, 0.679, -3.402], [9.875, -0.148, -8.186], [-2.156, 1.342, 4.894], [14.705, 4.337, -8.702], [-12.673, 1.612, 6.520], [-14.176, 5.189, 5.464], [7.366, 1.876, -6.675], [-13.149, 3.786, 5.843], [0.516, -4.807, 3.333], [0.855, -0.996, -2.925], [-12.005, 0.076, 7.119], [0.731, -7.088, 2.001], [-0.493, 0.817, 2.347], [10.465, 0.053, -6.141], [1.362, -1.104, 0.236], [13.392, 3.274, -7.387], [-13.028, -1.513, 5.016], [5.985, 0.708, -5.539], [-16.954, 3.780, 5.979], [5.072, -4.391, -1.558], [1.440, -4.484, 2.848], [-3.089, -1.603, -0.695], [-12.813, 0.536, 6.547], [7.561, 2.025, -4.920], [-8.022, -1.894, 1.081], [3.335, 2.972, 3.465], [-1.232, 0.398, 3.208], [1.311, 1.857, 0.817], [-7.256, -1.225, 2.512], [2.402, -0.793, 0.372], [-10.898, -0.169, 2.888], [-16.974, 4.020, 7.746], [6.834, 1.940, -5.730], [-5.645, -0.854, -0.608], [0.495, 0.712, -3.223], [-9.937, -2.453, 3.438], [6.542, 0.936, 3.125], [-2.180, -1.002, 1.891], [1.763, -7.087, 0.549], [-3.253, -0.314, 3.141], [-12.204, -2.027, 5.513], [1.685, -4.569, 0.488], [-9.920, -0.294, 2.430], [13.577, 5.372, -7.788], [-3.491, 0.721, -0.707], [0.026, 2.574, -0.162], [-12.737, 0.696, 4.178], [12.643, 3.322, -6.079], [3.816, -1.691, -2.352], [-12.849, -0.022, 5.147], [12.481, 0.077, -5.431], [10.078, 0.776, -5.249], [0.519, 0.195, -0.788], [11.949, 4.164, -6.071], [2.263, -4.749, 3.515], [9.568, -1.571, -7.206], [-14.170, 4.119, 5.681], [4.266, -3.254, -0.443], [-13.039, -1.798, 3.967], [1.634, 2.359, -0.857], [-14.582, 3.609, 4.809], [13.334, 2.311, -8.116], [1.425, -3.408, 2.695], [13.336, 3.463, -5.248], [3.238, 2.308, 1.836], [-0.421, 1.699, 4.700], [-9.244, 0.489, 2.782], [4.159, -3.824, -1.363], [-0.968, 0.118, 5.315], [-2.248, -0.682, 2.927], [1.647, -6.696, 1.556], [5.967, -0.178, -6.364], [2.107, 0.204, -2.648], [1.034, 0.022, -2.571], [-13.745, 0.311, 7.069], [5.964, 2.596, 3.427], [-5.826, -0.741, -1.929], [4.494, 1.482, -4.208], [0.910, -1.228, 1.220], [3.338, -4.534, -1.247], [12.083, 2.402, -5.940], [1.378, -2.071, -0.265], [8.514, -0.154, -7.026], [-7.673, -2.958, 2.464], [-13.955, -1.825, 5.500], [3.245, 2.045, 2.895], [-1.366, -0.107, -0.748], [11.998, -1.444, -6.213], [5.785, 1.673, 2.871], [-16.462, 4.271, 6.821], [1.600, -5.187, 1.522], [4.255, 0.031, 3.662], [2.826, -4.215, -3.820], [3.878, -2.889, -2.509], [2.312, 1.546, 3.149], [-2.072, -1.539, 3.582], [-16.521, 5.346, 6.645], [12.323, -0.012, -7.201], [3.472, -2.752, -4.610], [-9.345, -1.651, 2.752], [4.548, -4.094, -4.151], [9.536, -0.480, -7.203], [11.912, -0.357, -6.250], [-10.003, -0.175, 1.347], [-1.184, 0.929, 4.618], [-1.801, -1.375, -0.724], [2.478, -7.029, 2.181], [14.216, 4.488, -7.744], [3.666, -3.519, -3.864]]
}

---

Record 8
{
  "formula": "C4H13NOS",
  "method": "ωB97M-V/def2-TZVPD",
  "relative_energy_ev": 0.236,
  "orbital_gap_ev": 9.92,
  "smiles": "C[C@H](N)CCS.O",
  "homo_energy_ev": -9.080,
  "elements": ["S", "H", "O", "H", "H", "N", "C", "H", "H", "H", "H", "H", "H", "H", "H", "C", "H", "H", "C", "C"],
  "positions_angstrom": [[-2.628, -1.090, 0.737], [-3.033, -2.186, 0.081], [0.852, -2.886, -0.444], [-0.968, 1.707, -0.688], [2.296, 1.668, 0.963], [1.266, 0.153, -0.953], [0.571, 0.522, 0.285], [2.252, 0.017, -0.726], [0.351, -2.636, 0.340], [-0.914, -1.093, -0.952], [0.555, -0.381, 0.905], [-1.344, 1.121, 0.925], [1.167, -2.054, -0.825], [1.045, 1.518, 2.142], [1.261, 0.966, -1.566], [1.214, 1.655, 1.077], [-2.248, -0.096, -1.442], [0.827, 2.619, 0.750], [-0.883, 0.844, -0.026], [-1.640, -0.369, -0.584]]
}

---

Calculated values (eV/Å) of max |F| for the records, taken in order: 4.11; 4.29; 1.51; 1.18; 1.57; 1.79; 0.32; 0.74.